Entry 1:
67
Properties=species:S:1:pos:R:3 method="wB97M-V/def2-TZVPD" spin_multiplicity=1 orbital_gap_ha=0.248 total_charge=-2 e_above_lowest_ev=0.342 e_lumo_ev=3.996 homo_ev=-2.8
Sr -1.542 -1.565 0.959
O -5.051 -0.950 -4.401
C -4.619 0.274 -4.191
O -4.921 1.199 -4.916
C -3.748 0.480 -2.999
C -3.269 1.701 -2.566
Cl -3.442 3.256 -3.242
N -2.516 1.496 -1.465
N -2.471 0.191 -1.156
C -3.202 -0.435 -2.058
C -3.329 -1.935 -1.934
O -4.095 -2.522 -2.731
O -2.619 -2.472 -1.057
C -1.836 2.443 -0.639
C -0.503 2.219 -0.352
C 0.171 3.103 0.478
C -0.490 4.205 0.996
C -1.834 4.410 0.708
C -2.520 3.522 -0.102
H -4.706 -1.610 -3.686
H -0.009 1.343 -0.747
H 1.203 2.905 0.735
H 0.034 4.890 1.650
H -2.362 5.249 1.144
H -3.578 3.634 -0.284
S 0.773 -0.013 2.194
C 2.132 -0.053 1.132
N 3.341 0.319 1.433
N 3.497 0.779 2.687
C 4.717 1.213 3.133
C 4.834 1.695 4.444
C 6.054 2.138 4.921
C 7.187 2.116 4.114
C 7.068 1.639 2.814
C 5.856 1.191 2.317
N 2.118 -0.480 -0.222
N 1.034 -0.865 -0.685
C 1.124 -1.203 -2.075
C 0.153 -2.057 -2.578
C 0.161 -2.398 -3.923
C 1.130 -1.878 -4.768
C 2.098 -1.017 -4.261
C 2.100 -0.678 -2.919
H 2.663 0.806 3.271
H 3.956 1.713 5.079
H 6.122 2.505 5.938
H 8.140 2.464 4.491
H 7.940 1.613 2.170
H 5.761 0.818 1.308
H -0.606 -2.460 -1.920
H -0.603 -3.063 -4.306
H 1.128 -2.133 -5.821
H 2.850 -0.601 -4.920
H 2.841 -0.007 -2.507
O -4.529 1.442 0.988
Cl -4.124 0.329 1.803
O -4.868 0.309 3.026
O -2.693 0.437 2.099
O -4.309 -0.915 1.074
C -2.289 -5.359 1.052
S -1.174 -4.380 2.028
O -0.534 -5.278 2.958
O -0.280 -3.736 1.048
O -2.018 -3.337 2.647
H -1.708 -6.144 0.573
H -2.751 -4.717 0.303
H -3.039 -5.784 1.715

=====

Entry 2:
134
Properties=species:S:1:pos:R:3 method="wB97M-V/def2-TZVPD" spin_multiplicity=1 orbital_gap_ha=0.310 smiles="O=S1(=O)CCCC1.O=S1(=O)CCCC1.O=S1(=O)CCCC1.CNC(C)=O.CNC(C)=O.CNC(C)=O.CNC(C)=O.CNC(C)=O.CNC(C)=O.CNC(C)=O.ClCCl" e_lumo_ev=-0.133 homo_ev=-8.6
O 3.458 -3.296 -4.050
S 3.297 -3.612 -2.610
O 3.148 -2.557 -1.623
C 2.051 -4.994 -2.330
C 2.867 -6.229 -2.240
C 4.165 -5.890 -1.459
C 4.782 -4.637 -2.087
H 1.295 -4.922 -3.112
H 1.530 -4.827 -1.387
H 2.305 -7.050 -1.797
H 3.160 -6.585 -3.228
H 4.878 -6.709 -1.371
H 3.888 -5.635 -0.436
H 5.288 -5.019 -2.974
H 5.434 -4.048 -1.441
O 4.738 1.371 -1.416
S 5.006 0.692 -0.164
O 6.002 -0.354 -0.125
C 5.337 1.886 1.214
C 4.329 1.431 2.305
C 3.641 0.032 2.025
C 3.454 -0.043 0.466
H 5.067 2.904 0.934
H 6.402 1.914 1.446
H 4.748 1.452 3.312
H 3.497 2.121 2.451
H 2.655 -0.029 2.485
H 4.283 -0.789 2.344
H 2.626 0.520 0.035
H 3.356 -1.051 0.063
O -4.416 -2.634 1.546
S -4.860 -1.480 0.782
O -5.476 -0.363 1.496
C -3.481 -0.935 -0.285
C -3.841 -1.267 -1.781
C -5.345 -1.308 -1.853
C -5.963 -2.024 -0.602
H -2.584 -1.392 0.134
H -3.291 0.125 -0.113
H -3.380 -0.561 -2.472
H -3.544 -2.298 -1.971
H -5.687 -1.665 -2.825
H -5.732 -0.289 -1.860
H -5.782 -3.095 -0.688
H -7.003 -1.900 -0.301
C 1.265 -2.908 0.962
N 0.281 -3.085 2.059
C -0.380 -2.060 2.619
C -1.244 -2.328 3.804
O -0.427 -0.957 2.089
H 0.813 -3.277 0.041
H 2.223 -3.392 1.151
H 1.447 -1.848 0.786
H 0.215 -4.035 2.396
H -1.821 -3.246 3.696
H -1.886 -1.448 3.767
H -0.648 -2.400 4.714
C 2.900 1.470 6.701
N 2.099 1.915 5.530
C 1.008 1.356 5.025
C 0.376 2.127 3.904
O 0.664 0.206 5.326
H 2.947 2.172 7.533
H 3.909 1.350 6.306
H 2.578 0.520 7.130
H 2.419 2.823 5.224
H 0.265 1.422 3.080
H 1.038 2.923 3.563
H -0.599 2.547 4.150
C -1.783 5.657 2.464
N -0.825 5.935 1.356
C 0.291 6.645 1.419
C 1.181 6.836 0.163
O 0.513 7.310 2.370
H -2.678 6.268 2.576
H -1.356 5.665 3.467
H -2.110 4.617 2.440
H -0.884 5.503 0.445
H 0.812 6.374 -0.752
H 2.157 6.395 0.361
H 1.415 7.882 -0.036
C -1.195 -7.257 -2.382
N -1.843 -6.447 -1.329
C -1.739 -5.090 -1.303
C -2.381 -4.511 -0.054
O -1.226 -4.411 -2.146
H -0.146 -7.523 -2.253
H -1.104 -6.692 -3.310
H -1.775 -8.164 -2.549
H -2.340 -6.944 -0.604
H -1.570 -4.006 0.470
H -2.814 -5.284 0.580
H -3.187 -3.820 -0.300
C -3.813 2.909 0.109
N -4.865 3.856 -0.135
C -5.281 4.727 0.777
C -6.431 5.642 0.470
O -4.795 4.782 1.965
H -2.995 3.286 0.722
H -3.419 2.580 -0.853
H -4.269 2.033 0.570
H -5.513 3.621 -0.873
H -6.779 5.482 -0.551
H -6.150 6.646 0.789
H -7.305 5.310 1.031
C 2.074 -0.139 -4.070
N 1.076 0.951 -4.048
C 1.171 1.921 -4.960
C 0.118 3.004 -4.900
O 1.938 1.957 -5.946
H 2.419 -0.397 -5.071
H 1.626 -1.091 -3.786
H 2.920 0.155 -3.449
H 0.568 1.162 -3.201
H -0.746 2.648 -5.461
H 0.499 3.940 -5.309
H -0.210 3.200 -3.879
C -0.185 -1.267 -1.715
N -0.327 -0.245 -0.664
C -0.477 1.067 -0.822
C -0.602 1.873 0.461
O -0.501 1.662 -1.906
H 0.713 -1.856 -1.530
H -0.281 -0.878 -2.729
H -1.026 -1.955 -1.634
H -0.241 -0.620 0.269
H 0.378 1.860 0.939
H -1.319 1.396 1.129
H -0.884 2.912 0.292
Cl 2.206 3.584 -0.135
C 2.232 3.548 -1.896
Cl 3.539 4.647 -2.481
H 2.521 2.567 -2.273
H 1.256 3.774 -2.325

=====

Entry 3:
53
Properties=species:S:1:pos:R:3 method="wB97M-V/def2-TZVPD" spin_multiplicity=4 orbital_gap_ha="0.232 / 0.248" total_charge=+3 e_lumo_ev="-11.086 / -11.616" homo_ev="-17.4 / -18.4"
Mn -0.139 0.136 0.592
Cl -2.730 0.807 -3.452
C -1.790 1.962 -2.660
C -1.715 3.268 -3.107
C -0.924 4.214 -2.453
Cl -0.884 5.786 -3.032
C -0.136 3.865 -1.289
C 0.736 4.725 -0.598
C 1.449 4.230 0.470
C 1.287 2.898 0.855
N 0.449 2.079 0.224
C -0.238 2.561 -0.836
C -1.068 1.580 -1.494
O -1.092 0.406 -0.995
H -2.279 3.562 -3.983
H 0.852 5.755 -0.913
H 2.146 4.856 1.010
H 1.860 2.482 1.672
S 1.676 -0.931 -0.157
C 1.125 -2.034 -1.432
N 1.538 -1.828 -2.664
C 1.228 -2.745 -3.782
C -0.072 -3.469 -3.478
C -0.001 -4.107 -2.103
N 0.393 -3.079 -1.118
H 2.152 -1.044 -2.823
H 2.059 -3.441 -3.905
H 1.152 -2.146 -4.686
H -0.249 -4.235 -4.230
H -0.906 -2.765 -3.517
H 0.733 -4.913 -2.073
H -0.962 -4.513 -1.796
H 0.146 -3.196 -0.148
C -0.090 4.016 4.765
C -0.583 2.827 3.998
C -1.885 2.789 3.491
C -2.388 1.658 2.863
C -1.560 0.548 2.720
C -0.229 0.572 3.179
C 0.242 1.707 3.811
S -2.231 -0.985 2.116
C -2.082 -2.061 3.516
O -1.031 -1.414 1.181
H -0.622 4.925 4.490
H 0.980 4.169 4.633
H -0.260 3.851 5.832
H -2.529 3.651 3.618
H -3.413 1.634 2.510
H 0.401 -0.315 3.124
H 1.255 1.719 4.197
H -1.079 -2.011 3.934
H -2.329 -3.067 3.174
H -2.835 -1.727 4.235

=====

Entry 4:
9
Properties=species:S:1:pos:R:3 method="wB97M-V/def2-TZVPD" spin_multiplicity=1 orbital_gap_ha="0.261 / 0.280" e_above_lowest_ev=3.861 e_lumo_ev="-1.749 / -1.483" homo_ev="-8.9 / -9.1"
C -0.476 -0.293 1.325
C 0.548 0.907 -0.979
S -0.501 -1.966 0.657
Cl 0.669 -0.228 2.576
Cl 2.210 1.177 -0.481
Cl -2.495 -2.037 0.153
Br -0.145 2.257 -2.065
H -0.375 0.337 0.358
H 0.565 -0.154 -1.543

=====

Entry 5:
37
Properties=species:S:1:pos:R:3 method="wB97M-V/def2-TZVPD" spin_multiplicity=1 orbital_gap_ha=0.368 smiles="NCCC(=O)O.O.O.O.O.O.O.O.O" e_above_lowest_ev=2.969 e_lumo_ev=0.310 homo_ev=-9.7
N -1.036 1.279 -1.973
C -0.123 0.265 -2.604
C 1.406 0.654 -2.474
C 1.920 0.150 -1.188
O 1.389 -0.119 -0.153
O 3.347 -0.182 -1.276
H -1.165 2.224 -2.328
H -0.834 1.427 -0.975
H -0.315 -0.671 -2.098
H -0.388 0.081 -3.626
H 1.351 1.775 -2.499
H 2.024 0.298 -3.346
H 3.802 -0.086 -0.445
O -0.046 -1.466 1.801
H 0.909 -1.261 1.871
H 0.098 -1.991 0.976
O -0.906 -1.271 4.517
H -0.928 -1.543 3.565
H -1.761 -0.887 4.595
O 0.483 2.992 0.032
H 0.982 3.799 0.024
H 0.441 2.491 0.861
O 1.131 2.239 2.499
H 0.784 2.964 3.040
H 1.684 1.629 2.967
O 0.062 -2.797 -0.531
H -0.424 -3.556 -0.192
H -0.422 -2.727 -1.387
O 2.409 -0.182 2.425
H 2.401 -0.129 1.444
H 1.582 0.249 2.702
O -2.583 -2.479 -1.094
H -3.136 -1.796 -0.642
H -2.464 -1.941 -1.889
O -3.899 -0.155 -0.680
H -3.118 0.342 -1.031
H -4.661 0.382 -0.888

=====

Entry 6:
42
Properties=species:S:1:pos:R:3 method="wB97M-V/def2-TZVPD" spin_multiplicity=1 orbital_gap_ha=0.309 smiles="Cc1ccc(C(=O)C2=C(O)C(=O)N(c3ncccn3)[C@@H]2c2ccccc2F)o1" e_above_lowest_ev=0.000 e_lumo_ev=-0.249 homo_ev=-8.7
C -6.542 0.013 0.394
C -5.136 0.310 0.020
C -4.599 0.840 -1.127
C -3.213 0.919 -0.915
C -2.989 0.432 0.355
C -1.760 0.174 1.092
O -1.701 -0.596 2.037
C -0.555 0.877 0.620
C -0.372 2.081 0.046
O -1.224 3.033 -0.333
C 1.085 2.350 -0.123
O 1.528 3.374 -0.584
N 1.732 1.247 0.371
C 3.086 1.013 0.386
N 3.888 1.916 -0.160
C 5.180 1.655 -0.137
C 5.694 0.494 0.426
C 4.764 -0.377 0.975
N 3.468 -0.127 0.963
C 0.798 0.254 0.879
C 0.931 -1.079 0.184
C 1.094 -2.254 0.903
C 1.194 -3.473 0.256
C 1.134 -3.537 -1.126
C 0.965 -2.380 -1.864
C 0.860 -1.173 -1.200
F 0.679 -0.051 -1.936
O -4.169 0.054 0.905
H -6.626 -1.011 0.754
H -6.867 0.676 1.196
H -7.192 0.151 -0.465
H -5.135 1.133 -2.007
H -2.476 1.270 -1.606
H -0.682 3.775 -0.665
H 5.815 2.406 -0.587
H 6.750 0.283 0.439
H 5.053 -1.308 1.445
H 0.959 0.101 1.952
H 1.138 -2.205 1.979
H 1.319 -4.376 0.833
H 1.216 -4.487 -1.632
H 0.909 -2.397 -2.941

=====

Entry 7:
69
Properties=species:S:1:pos:R:3 method="wB97M-V/def2-TZVPD" spin_multiplicity=3 orbital_gap_ha="0.253 / 0.218" total_charge=+2 e_above_lowest_ev=1.868 e_lumo_ev="-7.476 / -8.420" homo_ev="-14.3 / -14.3"
Mo -0.959 0.352 1.068
O 1.708 0.596 3.538
C 0.738 -0.077 3.311
O -0.425 0.407 2.970
C 0.798 -1.608 3.248
C 1.100 -1.968 1.778
C 1.341 -3.475 1.638
C -0.091 -4.027 1.767
C -0.892 -2.740 2.003
O -0.191 -1.786 1.163
C -0.602 -2.238 3.430
C -1.575 -1.225 4.063
O -1.480 -0.870 5.193
O -2.660 -0.888 3.315
H 1.553 -1.971 3.944
H 1.857 -1.336 1.300
H 2.007 -3.841 2.416
H 1.774 -3.713 0.669
H -0.206 -4.724 2.591
H -0.419 -4.523 0.855
H -1.940 -2.826 1.721
H -0.565 -3.067 4.140
C 2.292 3.267 2.333
C 1.034 2.678 2.189
N 0.786 1.827 1.199
C 1.806 1.512 0.374
C 3.087 2.025 0.621
N 3.300 2.907 1.566
C 1.427 0.675 -0.743
C 2.224 0.469 -1.860
C 1.723 -0.209 -2.974
C 0.420 -0.702 -2.892
C -0.334 -0.461 -1.752
N 0.147 0.217 -0.673
C -1.756 -0.666 -1.631
C -2.580 -1.365 -2.515
N -3.891 -1.313 -2.434
C -4.409 -0.512 -1.524
C -3.618 0.152 -0.583
N -2.279 0.034 -0.581
C 2.499 -0.296 -4.219
C 2.461 -1.440 -5.017
C 3.174 -1.440 -6.208
N 3.862 -0.393 -6.590
C 3.928 0.696 -5.863
C 3.260 0.793 -4.649
H 2.493 4.018 3.081
H 0.230 2.901 2.880
H 3.948 1.713 0.048
H 3.228 0.859 -1.883
H -0.026 -1.204 -3.736
H -2.167 -1.976 -3.303
H -5.484 -0.411 -1.520
H -4.080 0.820 0.127
H 1.913 -2.317 -4.711
H 3.184 -2.299 -6.862
H 4.518 1.514 -6.249
H 3.308 1.709 -4.081
C -2.764 4.610 1.360
C -2.744 3.216 0.762
O -1.970 2.320 1.581
H -3.349 5.267 0.724
H -1.761 5.019 1.446
H -3.226 4.603 2.346
H -2.260 3.203 -0.222
H -3.771 2.843 0.668
H -2.295 2.409 2.494
O -3.677 -1.051 1.391
C -2.684 -0.674 1.964

=====

Entry 8:
13
Properties=species:S:1:pos:R:3 method="wB97M-V/def2-TZVPD" spin_multiplicity=1 orbital_gap_ha=0.370 smiles="C[C@H]1C=CN=C1" e_above_lowest_ev=2.633 e_lumo_ev=0.751 homo_ev=-9.3
C -1.594 0.260 -0.285
C -0.281 0.124 0.445
C 0.454 -1.311 0.084
C 1.671 -0.789 -0.221
N 1.901 0.620 -0.135
C 0.837 1.259 0.113
H -1.547 -0.111 -1.450
H -1.856 1.383 -0.241
H -2.316 -0.319 0.332
H -0.624 0.061 1.447
H -0.077 -2.262 0.243
H 2.546 -1.328 -0.518
H 0.887 2.413 0.186

=====

Number 1: DFT total energy -3868.41806 hartree. Number 2: DFT total energy -4816.88172 hartree. Number 3: DFT total energy -3994.98598 hartree. Number 4: DFT total energy -4430.01989 hartree. Number 5: DFT total energy -935.22564 hartree. Number 6: DFT total energy -1335.65447 hartree. Number 7: DFT total energy -2043.60086 hartree. Number 8: DFT total energy -249.37647 hartree.